17
Properties=species:S:1:pos:R:3:mulliken_charge:R:1 method="wB97M-V/def2-TZVPD" charge=+1 total_energy_ha=-363.32594 e_lumo_ha=-0.127 max_force_ev_per_a=4.307 smiles=C[N@@H+]1CO[C@@H](O)C1 homo_ev=-15.47 multiplicity=1
C -1.866 -0.500 0.146 -1.12
N -0.655 0.318 0.183 -0.02
C 0.016 0.711 -1.174 -0.35
O 1.088 -0.112 -1.412 -0.31
C 1.785 -0.220 -0.257 0.12
O 2.583 0.843 0.050 -0.52
C 0.512 -0.288 0.910 -0.64
H -1.724 -1.431 -0.172 0.49
H -2.311 -0.589 1.083 0.44
H -2.628 -0.066 -0.506 0.37
H -0.904 1.317 0.589 0.48
H -0.683 0.700 -2.125 0.32
H 0.278 1.870 -0.974 0.34
H 2.365 -1.147 -0.198 0.46
H 3.311 0.925 -0.631 0.36
H 0.518 -1.359 1.132 0.28
H 0.697 0.208 1.930 0.30